# 1
94
Properties=species:S:1:pos:R:3:forces:R:3 method="wB97M-V/def2-TZVPD" total_energy_ha=-5877.108527 spin_multiplicity=1 e_lumo_ev=-5.781 charge=+1 homo_ev=-12.05 homo_lumo_gap_ev=6.27
Zr 25.26914 10.42533 14.81762 5.51 4.19 2.25
Zr 26.35561 14.53329 13.72879 -2.36 -2.70 2.56
S 26.81780 9.39823 11.91236 7.35 -0.98 1.19
S 24.55048 10.03642 11.37551 -5.31 0.96 0.08
S 27.17207 17.92243 13.52359 -6.23 0.85 -0.19
S 29.14797 16.55430 13.55782 5.93 -2.87 0.23
S 32.21924 9.81751 13.56759 -0.32 2.27 0.18
F 25.83708 4.73539 13.75596 0.21 0.19 0.60
F 21.94089 12.41258 18.21386 -0.40 0.02 -0.13
F 24.72769 6.41393 13.08172 -0.12 0.62 -0.14
F 25.60294 17.65772 13.64279 0.31 -0.72 -0.06
F 23.21521 16.80160 16.58748 0.22 -0.01 0.00
F 22.77840 11.53857 19.98624 0.19 -0.53 -0.01
F 23.83001 16.33844 18.59807 0.29 -0.15 -0.08
F 23.50578 14.72748 17.15773 -0.08 0.31 0.30
F 29.65232 15.05503 13.53166 -0.33 -0.39 0.34
F 24.41489 5.72180 15.08854 0.06 -0.11 0.31
F 22.33631 10.30041 18.24938 0.32 -0.62 -0.07
F 27.91058 9.57924 13.06129 -0.40 -0.05 0.16
F 23.30868 10.39499 12.33073 0.05 0.27 0.64
O 27.23346 18.46652 12.21878 1.34 -0.28 0.42
O 29.68509 17.01862 12.31344 -1.40 0.46 0.96
O 32.39370 10.45476 15.06355 -0.62 -1.94 0.70
O 29.71088 17.05685 14.79822 -1.64 -0.33 -1.45
O 27.37990 10.27450 10.92627 -2.27 -0.71 0.35
O 26.26737 16.34796 17.69859 -0.70 0.26 0.47
O 27.61014 13.57986 15.19007 -1.43 1.18 -2.10
O 24.61152 11.18722 10.53023 1.07 -1.34 1.12
O 30.85576 10.10587 13.15566 1.60 -0.44 0.38
O 33.26700 10.91066 13.03181 -0.56 -0.84 -1.35
O 27.34963 18.65179 14.73102 1.49 -0.52 -0.31
O 27.55857 6.36393 14.85797 -1.36 0.08 -0.44
O 25.66873 15.63418 15.66691 -0.16 -0.30 -0.01
O 26.16996 8.06959 14.74662 -1.65 1.54 0.74
O 24.29627 15.18938 13.27560 2.22 -1.79 1.30
O 26.83369 7.98922 11.70033 -1.19 0.60 0.16
O 32.76744 8.51687 13.38837 -0.30 0.90 0.65
O 27.24045 10.65154 15.64838 -4.70 -0.07 -1.34
O 24.79895 12.70375 18.80346 -1.42 -0.63 0.67
O 24.98066 12.59120 14.35428 0.52 -2.10 -0.03
O 24.54120 11.46322 17.00667 -0.08 -1.36 -1.63
O 24.13241 8.73731 10.92052 1.87 1.34 0.45
N 25.60067 9.97688 12.84532 -0.98 -0.43 -4.64
N 27.56851 16.19217 13.59018 1.70 5.38 -0.33
C 26.37600 6.87682 14.65418 2.58 -0.01 -0.27
C 25.42026 15.96279 16.80034 0.41 0.69 0.35
C 26.65280 13.86848 19.74290 0.60 -1.60 0.71
C 32.35498 11.86877 14.98143 -0.04 0.22 -0.40
C 23.62724 12.99109 14.27365 -1.71 0.95 2.17
C 29.91442 6.51353 14.90721 0.13 -0.79 -0.17
C 28.25868 17.65575 18.22263 -1.29 -0.15 -0.28
C 33.24240 12.14962 13.75374 -0.11 -0.13 0.20
C 23.96494 16.00036 17.32924 -0.46 -0.65 -0.59
C 28.58426 12.87780 15.86392 -0.82 -0.63 -0.18
C 27.64309 16.54494 17.37278 2.11 -0.06 -0.23
C 26.20881 12.89188 18.65562 1.07 1.57 -1.06
C 23.29863 14.18859 13.32914 1.26 -1.26 -2.08
C 28.65519 7.26096 15.16962 0.71 0.70 1.28
C 24.11935 11.88016 18.06486 1.88 0.06 0.49
C 25.33923 5.90264 14.13964 -0.90 -1.08 -0.71
C 28.48710 11.32450 15.72489 0.74 -0.30 -0.48
C 22.77719 11.46042 18.66831 -0.78 1.89 0.10
B 26.94986 13.13669 12.05711 0.84 -1.56 -2.07
H 30.74534 6.94944 15.45957 0.08 0.29 -0.41
H 28.61782 8.22078 14.65659 -0.44 -0.36 -0.37
H 32.85844 12.94829 13.12378 0.05 -0.04 -0.03
H 27.77503 16.78016 16.31908 -0.30 -0.06 0.04
H 25.89829 13.50515 11.96211 -2.68 1.38 -0.22
H 29.34291 17.60230 18.19453 -0.01 0.05 -0.15
H 22.29506 14.59709 13.44718 0.04 -0.02 0.71
H 29.82464 5.50112 15.30610 -0.05 -0.03 -0.08
H 28.53589 13.28201 16.88021 0.34 -0.70 0.45
H 27.88605 18.59071 17.80474 0.35 0.23 0.23
H 26.99440 12.33632 12.84277 0.08 -1.35 2.00
H 31.31874 12.19591 14.87600 0.11 0.01 -0.38
H 23.27791 13.71204 12.33778 -0.17 0.13 -0.25
H 23.31337 13.31760 15.27590 0.35 0.13 0.14
H 28.19859 15.62200 17.56011 -0.40 -0.23 -0.03
H 29.61363 13.00470 15.50588 -0.08 0.66 -0.13
H 29.03861 10.97599 14.84290 -0.25 0.57 -0.47
H 27.90827 17.57300 19.25178 0.14 0.00 0.05
H 29.13663 10.86814 16.48288 -0.55 0.01 0.61
H 32.72790 12.31068 15.90247 0.27 -0.31 0.00
H 34.28390 12.30665 14.02431 -0.08 0.27 0.07
H 26.85707 13.29097 20.64778 -0.36 0.20 0.23
H 28.61835 7.50294 16.23598 -0.45 -0.16 0.02
H 26.71887 11.93051 18.59389 -0.12 -0.08 0.50
H 25.91669 14.63597 19.96173 0.06 0.09 -0.24
H 26.45851 13.38136 17.70680 -0.64 -0.22 -0.32
H 27.28978 12.69272 11.06538 0.32 -0.29 -1.18
H 27.63848 14.26706 19.50322 -0.22 0.33 -0.31
H 27.68731 13.92796 12.34735 1.85 2.32 0.59
H 22.96200 12.11604 14.17243 -0.12 0.04 -0.88
H 30.07841 6.44444 13.83276 0.43 0.05 0.10

***

# 2
17
Properties=species:S:1:pos:R:3:forces:R:3 method="wB97M-V/def2-TZVPD" de_lowest_ev=2.3387 total_energy_ha=-326.045530 spin_multiplicity=1 e_lumo_ev=0.730 homo_ev=-7.00 homo_lumo_gap_ev=7.73 smiles="C=C(C)N.O.O"
O -2.79152 0.84788 4.12385 -0.20 -0.12 0.17
O 1.35840 3.07027 -0.67400 0.30 -0.98 0.05
N -0.41591 -2.09829 -1.70856 1.40 -0.27 -0.10
C 1.73142 -0.87483 -1.79835 0.52 1.08 -0.18
C 0.25202 -0.87889 0.25366 -1.76 2.06 -0.84
C 0.59689 -1.29256 -1.20006 -0.55 -0.09 1.80
H 2.55714 -1.39861 -2.24151 -0.75 -0.63 -1.36
H -3.25217 1.48998 3.58028 0.02 0.15 -0.16
H -3.48389 0.51088 4.70545 0.18 -0.03 -0.02
H -0.51424 -0.07350 0.14426 -0.02 -0.42 0.19
H 2.07598 3.70230 -0.77367 -0.61 0.35 0.02
H -1.25318 -2.04374 -1.15339 -0.15 -0.26 -0.30
H -0.27304 -1.66089 0.82856 0.54 0.01 -0.41
H 1.92827 0.20402 -1.73524 0.54 -0.49 1.37
H -0.50232 -1.97468 -2.70787 -0.32 -0.29 0.27
H 0.48416 3.45954 -0.63823 0.31 0.61 -0.07
H 0.97676 -0.34988 0.87373 0.55 -0.69 -0.44

***

# 3
106
Properties=species:S:1:pos:R:3:forces:R:3 method="wB97M-V/def2-TZVPD" total_energy_ha=-3868.996269 spin_multiplicity=5 e_lumo_ev="-3.534 / -2.704" charge=+1 homo_ev="-11.30 / -11.44" homo_lumo_gap_ev="7.77 / 8.73"
Mn -0.35096 0.56686 -1.76807 0.30 0.48 0.83
P 0.82065 -1.32213 1.13559 0.10 -0.47 0.06
Si -3.45522 1.64085 -0.80492 0.15 0.22 0.33
Si -2.64632 1.22310 -3.96440 0.04 0.16 -0.13
O 1.48231 0.70801 -2.52633 0.21 0.13 -0.12
O 0.20969 -0.35233 0.14637 -0.30 0.50 -0.78
O 0.03200 2.44962 -1.52947 0.05 0.06 -0.02
N 1.24855 2.75498 -1.97635 -0.07 -0.41 -0.08
N 1.99967 1.88271 -2.49618 0.03 0.12 0.05
N -1.03238 -1.12940 -2.46547 -0.72 -0.31 -0.07
C 1.76311 -2.60665 0.21906 -0.17 0.31 0.13
C 0.71815 5.09880 -1.68354 -0.10 -0.19 -0.02
C -2.30964 3.05903 -4.21168 -0.08 -0.22 0.08
C 1.97756 -0.39083 2.21880 -0.34 -0.24 -0.12
C -2.52406 1.32483 0.80360 -0.19 0.06 -0.25
C -5.26041 1.10765 -0.64825 0.25 -0.09 -0.14
C -0.57442 -2.20500 1.95568 0.41 0.28 0.04
C 3.02469 4.42982 -2.00222 -0.11 -0.21 -0.02
C -1.55274 -3.40856 -2.08972 0.00 0.06 0.00
C 3.57022 -2.92720 -1.48713 0.04 0.08 0.09
C 1.12246 6.42184 -1.60581 0.06 0.04 0.00
C -2.24961 -0.73173 -1.98758 -0.31 -0.77 -0.29
C 2.50998 1.83219 3.25026 -0.11 -0.10 0.16
C -3.46820 3.48602 -1.17161 0.05 -0.24 -0.03
C -1.48173 0.26833 -5.10620 -0.21 0.05 0.26
C -1.44018 -1.28818 2.85947 0.06 -0.01 0.10
C 1.67391 4.11601 -1.88668 0.20 0.53 0.06
C -1.90241 -3.12038 4.52237 0.03 0.04 -0.08
C -4.45165 0.84375 -4.34903 0.26 0.07 0.00
C 2.93331 1.13353 4.54205 0.13 -0.01 -0.16
C -3.11377 -1.69642 -1.44069 -0.08 0.10 0.00
C -0.69733 -2.42443 -2.52017 0.13 -0.16 0.10
C 2.46348 6.75127 -1.72466 0.01 0.02 -0.02
C -1.37337 -1.69390 4.32991 -0.07 -0.10 -0.07
C 3.46285 -0.26820 4.24478 -0.18 0.06 0.05
C -2.77355 -3.02656 -1.52004 0.06 0.01 0.01
C -2.43194 0.70431 -2.11996 0.17 0.13 0.01
C 3.41146 5.75458 -1.92177 -0.05 0.06 0.03
C -0.22663 -3.52631 2.65467 -0.15 -0.06 0.01
C 4.12201 -3.15429 0.98262 -0.04 -0.06 -0.10
C 1.44242 1.01497 2.52317 0.15 0.12 -0.06
C 2.65046 -3.55847 1.05420 0.10 0.07 0.14
C 4.65078 -3.29197 -0.45271 -0.07 0.03 0.04
C 2.42121 -1.10558 3.49836 0.21 0.01 -0.01
C -1.46713 -4.05436 3.37567 0.06 0.06 0.05
C 2.57720 -1.92830 -0.89791 0.05 -0.17 -0.03
H 3.69680 1.71971 5.05598 -0.03 0.00 0.04
H -3.12023 3.67254 -3.81898 0.07 0.01 -0.05
H 3.02260 -3.82448 -1.79180 0.01 0.00 -0.04
H -1.73522 -0.79105 -5.16685 0.02 -0.02 0.03
H -5.80125 1.21714 -1.58968 0.01 -0.01 0.02
H 3.13002 -1.06897 -0.50572 -0.04 0.06 -0.06
H -1.28088 -4.44949 -2.18950 -0.01 0.00 -0.02
H -1.55021 -3.50837 5.47902 -0.03 -0.01 0.01
H -5.40057 0.08373 -0.29927 0.00 0.03 0.03
H 2.12393 2.82945 3.46800 0.03 0.02 -0.04
H -1.38079 3.37320 -3.73055 0.00 -0.01 0.00
H 2.77307 7.78622 -1.66872 0.00 -0.01 0.02
H 1.55879 -1.25392 4.15031 -0.04 -0.05 0.01
H 4.98549 -4.31671 -0.62261 0.04 0.01 0.00
H 0.10932 -4.26059 1.92056 0.07 0.02 0.03
H -1.27110 -5.05499 3.76149 -0.05 -0.02 -0.04
H -2.28625 0.26486 0.89474 0.00 0.01 0.00
H 2.84419 -2.08576 3.27127 -0.07 0.06 0.08
H 0.96044 -3.18711 -0.25398 0.02 -0.03 -0.01
H 1.14459 1.50686 1.59535 -0.05 -0.02 0.04
H -4.68569 1.09947 -5.38457 0.01 -0.01 -0.01
H -3.76311 4.03261 -0.27349 -0.02 -0.05 0.04
H 5.52231 -2.64715 -0.57738 0.01 -0.02 -0.03
H -2.99279 -3.09635 4.56995 0.00 -0.02 0.06
H 0.38500 7.19773 -1.45268 -0.01 -0.01 0.00
H -0.44437 0.34716 -4.77379 0.03 0.00 -0.05
H -0.34774 -1.63025 4.69450 0.04 0.04 0.01
H 2.55124 -4.57430 0.66337 -0.04 0.00 0.00
H 3.38358 1.95182 2.60134 0.00 0.04 -0.03
H 4.70981 -3.77429 1.66056 0.01 0.03 0.02
H -5.73860 1.76634 0.08044 0.03 0.02 0.02
H -2.48406 -1.36734 2.54428 0.01 0.05 -0.06
H -5.10907 1.43335 -3.70699 0.00 0.01 -0.04
H 3.73564 -0.77352 5.17275 0.05 -0.02 -0.03
H -1.57801 1.87377 0.79112 0.02 -0.03 0.02
H -1.95860 -0.99732 4.93170 0.03 0.03 0.00
H 0.55712 0.94922 3.16219 -0.03 -0.02 -0.01
H -1.15799 -0.24370 2.73125 -0.08 0.01 0.01
H -2.27285 -4.14849 2.64127 0.00 -0.03 0.01
H -2.48230 3.84264 -1.47431 -0.03 -0.01 0.02
H 1.91180 -1.54378 -1.66611 0.01 0.08 0.00
H 0.58119 -3.38929 3.37800 0.00 -0.02 -0.01
H 4.36841 -0.19062 3.63454 0.03 -0.03 0.01
H -0.32306 4.82373 -1.59506 0.03 0.02 0.02
H 4.03025 -2.51248 -2.38428 -0.02 -0.04 -0.03
H 2.32597 -3.59822 2.09258 -0.01 -0.11 -0.09
H -4.69103 -0.21138 -4.20032 0.02 0.00 0.01
H -4.05757 -1.38333 -1.01779 0.01 -0.03 -0.02
H 4.23436 -2.12229 1.32791 0.02 -0.01 0.02
H 3.74544 3.64117 -2.15897 0.05 0.02 0.02
H 2.07020 1.06056 5.21160 0.01 0.02 0.04
H 4.45782 6.01406 -2.00529 0.01 -0.03 -0.02
H 2.85735 -0.27059 1.57151 0.00 0.00 -0.02
H -4.18259 3.73573 -1.95808 0.01 0.02 0.04
H -2.22273 3.27086 -5.27934 0.00 -0.05 -0.02
H -1.53609 0.67812 -6.11687 -0.06 0.06 0.03
H -3.07950 1.62631 1.69376 -0.06 0.04 -0.04
H -3.45631 -3.78374 -1.15565 -0.01 0.02 0.01
H -1.16066 -2.44391 1.05910 0.00 -0.06 -0.04
H 0.27001 -2.65638 -2.94991 0.02 0.04 0.06

***

no.,molecular weight (g/mol)
1,1228.007
2,93.126
3,724.978